Entry 1:
{"formula": "C21H19BrCrF6N3O8PS2", "method": "the ωB97M-V functional and the def2-TZVPD basis", "elements": ["Cr", "Br", "C", "C", "C", "C", "O", "C", "C", "N", "C", "C", "C", "C", "C", "C", "C", "C", "N", "C", "C", "H", "H", "H", "H", "H", "H", "H", "H", "H", "H", "F", "C", "F", "F", "S", "O", "O", "N", "S", "O", "O", "C", "F", "F", "F", "C", "O", "P", "O", "C", "O", "C", "H", "H", "H", "H", "H", "H", "H", "H", "H"], "positions_angstrom": [[-0.36, 1.99, 16.15], [-4.33, -4.21, 17.02], [-3.66, -2.56, 16.58], [-3.66, -2.20, 15.20], [-2.86, -1.17, 14.74], [-2.07, -0.41, 15.65], [-1.23, 0.47, 15.17], [-2.10, -0.78, 17.03], [-1.46, -0.01, 18.06], [-0.60, 1.03, 17.92], [0.14, 1.55, 19.02], [0.34, 1.00, 20.25], [1.00, 1.78, 21.24], [1.49, 3.01, 21.02], [1.30, 3.62, 19.73], [1.89, 4.85, 19.33], [1.93, 5.26, 18.03], [1.26, 4.48, 17.08], [0.56, 3.35, 17.41], [0.60, 2.87, 18.68], [-2.95, -1.81, 17.51], [-4.19, -2.80, 14.48], [-2.80, -0.88, 13.71], [-1.85, -0.12, 19.07], [-0.02, 0.01, 20.54], [1.01, 1.34, 22.25], [1.94, 3.64, 21.78], [2.30, 5.42, 20.14], [2.40, 6.23, 17.75], [1.17, 4.87, 16.02], [-3.08, -1.98, 18.61], [-4.96, 5.80, 16.41], [-4.56, 4.50, 16.46], [-4.82, 3.83, 15.33], [-5.19, 3.91, 17.49], [-2.70, 4.41, 16.61], [-2.33, 2.96, 16.69], [-2.42, 5.23, 17.78], [-2.26, 5.10, 15.25], [-1.18, 4.64, 14.23], [-0.51, 5.86, 13.79], [-0.38, 3.48, 14.68], [-2.03, 3.94, 12.56], [-3.25, 4.45, 12.38], [-2.08, 2.59, 12.64], [-1.22, 4.19, 11.51], [1.20, 1.06, 12.81], [1.86, 0.44, 13.98], [1.78, 1.11, 15.45], [2.61, 0.05, 16.35], [2.14, -1.24, 16.86], [2.91, 2.23, 15.37], [4.33, 2.15, 15.03], [1.16, 2.16, 12.96], [0.21, 0.62, 12.69], [1.93, 0.87, 12.01], [2.73, -2.07, 16.38], [1.06, -1.38, 16.70], [2.46, -1.19, 17.90], [4.68, 1.12, 15.19], [4.95, 2.91, 15.61], [4.48, 2.45, 14.03]], "lowdin_charge": [0.79, 0.83, -0.73, -0.07, 0.02, -0.30, -0.17, -0.14, 0.01, -0.02, -0.19, 0.01, -0.06, -0.02, -0.09, 0.03, -0.01, -0.05, 0.00, -0.12, -0.07, 0.11, 0.12, 0.15, 0.13, 0.13, 0.13, 0.12, 0.14, 0.14, 0.14, 0.15, -0.61, 0.13, 0.15, 0.71, -0.35, -0.26, -0.28, 0.69, -0.26, -0.42, -0.55, 0.16, 0.12, 0.13, -0.04, -0.29, 0.77, -0.29, -0.05, -0.31, -0.04, 0.08, 0.08, 0.10, 0.11, 0.08, 0.09, 0.10, 0.12, 0.07], "spin_multiplicity": 4, "charge": 1, "energy_ev": -188659.1243, "homo_ev": [-10.93, -10.99], "s2": 3.7912, "orbital_gap_ev": [6.692, 6.670], "relative_energy_kj_mol": 0.00, "e_lumo_ev": [-4.240, -4.319]}

---

Entry 2:
{"formula": "C21H19BrN2O2V", "method": "the ωB97M-V functional and the def2-TZVPD basis", "elements": ["V", "O", "C", "C", "C", "C", "C", "C", "C", "O", "N", "N", "C", "C", "Br", "C", "C", "C", "C", "C", "C", "C", "H", "H", "H", "H", "H", "H", "H", "H", "H", "H", "H", "H", "H", "H", "C", "C", "C", "C", "C", "H", "H", "H", "H", "H"], "positions_angstrom": [[-1.89, -0.21, 1.46], [1.37, 3.94, -0.38], [0.12, 4.02, -0.92], [-0.05, 4.92, -1.97], [-1.28, 5.01, -2.60], [-2.35, 4.22, -2.18], [-2.18, 3.32, -1.15], [-0.94, 3.20, -0.52], [-0.72, 2.19, 0.56], [-1.91, 1.41, 0.82], [0.34, 1.24, 0.21], [-0.05, -0.06, 0.48], [0.66, -1.01, -0.06], [0.19, -2.34, -0.16], [-1.67, -2.49, 0.32], [0.82, -3.42, -0.69], [2.21, -3.54, -0.98], [2.59, -4.45, -1.98], [3.92, -4.57, -2.35], [4.88, -3.81, -1.69], [4.53, -2.94, -0.66], [3.21, -2.80, -0.31], [1.36, 3.76, 0.57], [0.78, 5.53, -2.27], [-1.42, 5.72, -3.41], [-3.31, 4.31, -2.66], [-3.00, 2.71, -0.82], [-0.50, 2.63, 1.55], [0.59, 1.35, -0.77], [1.59, -0.77, -0.57], [0.20, -4.28, -0.94], [1.84, -5.05, -2.48], [4.20, -5.26, -3.13], [5.92, -3.92, -1.97], [5.30, -2.40, -0.13], [2.95, -2.19, 0.55], [-1.83, 0.01, 3.66], [-2.93, 0.80, 3.21], [-3.88, -0.06, 2.63], [-3.40, -1.39, 2.76], [-2.14, -1.35, 3.40], [-0.93, 0.38, 4.13], [-2.98, 1.88, 3.23], [-4.80, 0.23, 2.15], [-3.90, -2.28, 2.41], [-1.51, -2.20, 3.62]], "lowdin_charge": [0.89, 0.07, -0.27, 0.02, -0.04, -0.06, -0.02, -0.12, -0.28, -0.23, 0.05, -0.09, -0.12, -0.52, 1.06, -0.02, -0.21, 0.00, -0.03, -0.01, -0.04, -0.03, 0.11, 0.13, 0.12, 0.12, 0.11, 0.17, 0.16, 0.16, 0.13, 0.13, 0.12, 0.13, 0.12, 0.12, -0.10, -0.08, -0.07, -0.14, -0.14, 0.15, 0.15, 0.15, 0.13, 0.14], "spin_multiplicity": 2, "charge": 2, "energy_ev": -124873.2343, "homo_ev": [-13.80, -13.80], "s2": 0.7890, "orbital_gap_ev": [4.636, 5.322], "e_lumo_ev": [-9.162, -8.476]}

---

Entry 3:
{"formula": "C21H19Cl2IMgN2O7Sb", "method": "the ωB97M-V functional and the def2-TZVPD basis", "elements": ["Mg", "I", "C", "C", "C", "C", "C", "C", "C", "C", "C", "C", "H", "H", "H", "H", "H", "H", "Cl", "C", "Cl", "H", "H", "O", "C", "O", "C", "C", "C", "C", "C", "C", "O", "N", "O", "O", "N", "O", "O", "H", "H", "C", "Sb", "C", "C", "H", "H", "H", "H", "H", "H", "H", "H", "H"], "positions_angstrom": [[0.20, 0.17, 1.21], [2.43, -0.97, 2.80], [3.63, -0.70, 1.08], [4.95, -0.99, 1.24], [5.83, -0.86, 0.15], [5.35, -0.45, -1.06], [3.97, -0.16, -1.24], [3.48, 0.26, -2.50], [2.16, 0.54, -2.67], [1.26, 0.42, -1.58], [1.66, 0.02, -0.31], [3.05, -0.27, -0.15], [5.33, -1.32, 2.20], [6.88, -1.08, 0.28], [6.01, -0.34, -1.91], [4.18, 0.35, -3.32], [1.79, 0.87, -3.63], [0.21, 0.64, -1.76], [-1.32, -0.10, 3.62], [-1.86, -1.59, 4.41], [-0.92, -3.02, 3.97], [-2.89, -1.76, 4.14], [-1.75, -1.45, 5.48], [0.25, 4.08, 2.16], [-0.14, 3.01, 1.71], [0.34, 1.85, 2.02], [-1.30, 3.05, 0.70], [-1.79, 4.29, 0.39], [-2.82, 4.45, -0.53], [-3.37, 3.37, -1.16], [-2.91, 2.10, -0.88], [-1.86, 1.86, 0.09], [-1.46, 0.68, 0.38], [-3.58, 1.01, -1.60], [-3.27, -0.15, -1.37], [-4.45, 1.31, -2.42], [-3.33, 5.78, -0.83], [-4.22, 5.89, -1.66], [-2.86, 6.73, -0.22], [-1.34, 5.14, 0.88], [-4.16, 3.50, -1.88], [0.79, -3.42, 0.12], [-1.18, -2.51, 0.13], [-2.12, -4.43, 0.52], [-1.33, -2.69, -2.00], [0.73, -4.38, -0.40], [1.17, -3.58, 1.13], [1.47, -2.75, -0.41], [-2.07, -5.03, -0.39], [-3.17, -4.29, 0.80], [-1.60, -4.94, 1.33], [-0.91, -3.66, -2.28], [-0.76, -1.89, -2.47], [-2.37, -2.62, -2.31]], "lowdin_charge": [0.20, 1.05, -0.57, -0.18, -0.10, -0.05, -0.17, -0.06, -0.08, -0.13, -0.16, -0.25, 0.08, 0.10, 0.11, 0.10, 0.10, 0.09, 0.63, -0.96, 0.51, 0.03, 0.02, 0.03, -0.57, -0.17, -0.02, 0.06, -0.15, 0.06, -0.05, -0.26, -0.20, -0.34, 0.04, 0.03, -0.36, 0.04, 0.06, 0.13, 0.12, -0.34, 1.33, -0.35, -0.32, 0.00, -0.03, -0.01, 0.00, -0.01, -0.02, 0.00, 0.00, 0.00], "spin_multiplicity": 1, "charge": -1, "energy_ev": -84525.2616, "homo_ev": -5.70, "orbital_gap_ev": 7.716, "relative_energy_kj_mol": 34.44, "e_lumo_ev": 2.015}

---

Entry 4:
{"formula": "C21H19Cl2IO13P", "method": "the ωB97M-V functional and the def2-TZVPD basis", "elements": ["C", "C", "Cl", "C", "Cl", "P", "O", "I", "H", "H", "H", "H", "H", "H", "H", "C", "C", "C", "O", "C", "C", "C", "O", "O", "O", "H", "H", "H", "H", "C", "C", "C", "O", "C", "C", "C", "O", "O", "O", "H", "H", "H", "H", "C", "C", "C", "O", "C", "C", "C", "O", "O", "O", "H", "H", "H", "H"], "positions_angstrom": [[0.04, 2.36, -2.44], [-0.06, 3.84, -2.75], [0.35, 4.28, -4.44], [-1.43, 4.38, -2.39], [-1.54, 6.16, -2.43], [-2.91, 3.80, -3.33], [-3.93, 3.18, -2.30], [-2.65, 2.35, -5.14], [-0.79, 1.77, -2.82], [0.98, 1.95, -2.82], [0.04, 2.24, -1.35], [0.65, 4.39, -2.14], [-1.66, 4.07, -1.36], [-3.56, 4.94, -3.78], [-3.91, 2.22, -2.15], [-0.92, 1.21, 2.43], [-0.85, 0.81, 3.71], [-0.30, -0.55, 4.11], [-0.32, -0.79, 5.31], [0.18, -1.44, 3.09], [0.09, -1.05, 1.81], [-0.45, 0.31, 1.41], [-0.46, 0.55, 0.21], [0.47, -1.79, 0.79], [-1.26, 1.54, 4.73], [-1.31, 2.18, 2.14], [0.56, -2.41, 3.37], [0.31, -1.26, -0.01], [-1.09, 0.99, 5.53], [4.44, 0.49, -4.46], [5.50, 0.22, -5.24], [6.14, 1.26, -6.15], [7.10, 0.88, -6.79], [5.58, 2.59, -6.19], [4.52, 2.86, -5.41], [3.90, 1.82, -4.50], [2.94, 2.20, -3.83], [3.92, 4.03, -5.36], [6.09, -0.95, -5.31], [3.99, -0.25, -3.82], [6.03, 3.33, -6.84], [3.19, 3.93, -4.71], [6.83, -0.86, -5.94], [-2.90, -5.50, 4.14], [-3.68, -6.29, 4.90], [-4.02, -5.95, 6.34], [-4.75, -6.74, 6.91], [-3.46, -4.76, 6.93], [-2.67, -3.98, 6.18], [-2.37, -4.29, 4.72], [-1.68, -3.48, 4.12], [-2.10, -2.88, 6.63], [-4.23, -7.41, 4.48], [-2.66, -5.73, 3.11], [-3.69, -4.54, 7.97], [-1.53, -2.52, 5.92], [-4.74, -7.75, 5.24]], "lowdin_charge": [-0.12, -0.79, 0.62, -0.86, 0.66, 0.42, -0.24, 0.78, 0.03, 0.06, 0.07, 0.11, 0.10, 0.03, 0.10, 0.06, -0.22, -0.29, 0.10, 0.07, -0.22, -0.30, 0.06, 0.13, 0.14, 0.13, 0.14, 0.12, 0.13, 0.07, -0.22, -0.30, 0.12, 0.08, -0.23, -0.30, 0.04, 0.11, 0.14, 0.13, 0.14, 0.07, 0.13, 0.07, -0.23, -0.31, 0.11, 0.07, -0.22, -0.30, 0.08, 0.12, 0.12, 0.13, 0.14, 0.09, 0.12], "spin_multiplicity": 1, "charge": 1, "energy_ev": -91129.7402, "homo_ev": -10.98, "orbital_gap_ev": 6.532, "e_lumo_ev": -4.452}